Entry 1:
Below is 2 unconnected molecules or ions with the total composition C4H9NS in a non-equilibrium geometry, with properties calculated with ωB97M-V/def2-TZVPD.

Computed properties:
Relative energy (zero: lowest compared OMol25 entry of this formula, charge and spin) (kcal per mole): 36.51
Electronic energy (Ha): -610.30466
Total charge: +1
2S+1: 2
Highest occupied orbital energy (alpha / beta) (eV): -12.79 / -12.34

Last column: Mulliken charge in e.
CARTESIAN COORDINATES (ANGSTROEM)
1 H -1.875 3.241 1.867  0.281
2 S -0.533 1.355 1.358  -0.065
3 H -1.818 2.057 3.197  0.289
4 C -1.952 2.189 2.124  -0.719
5 H 1.507 1.074 -0.557  0.373
6 C 0.334 -1.356 -1.279  0.457
7 C -0.072 -2.523 -1.905  -0.404
8 H 3.029 0.146 -0.453  0.306
9 H -0.329 -0.931 -0.515  0.171
10 H 0.635 -3.097 -2.493  0.306
11 H 1.616 -0.324 0.541  0.373
12 H -2.889 1.751 1.789  0.288
13 C 1.945 0.074 -0.421  -0.768
14 N 1.488 -0.782 -1.492  -0.172
15 H -1.087 -2.873 -1.762  0.283

---

Entry 2:
Below is a molecular structure, C4H7NOS in a non-equilibrium geometry, with properties calculated with ωB97M-V/def2-TZVPD.

Computed properties:
Relative energy (zero: lowest compared OMol25 entry of this formula, charge and spin) (kcal per mole): 80.63
Electronic energy (Ha): -684.67858
Highest occupied orbital energy (eV): -7.83

Last column: Mulliken charge in e.
CARTESIAN COORDINATES (ANGSTROEM)
1 H 0.081 0.665 -2.824  0.320
2 O 1.392 0.052 2.363  -0.449
3 C 0.156 -0.744 -0.957  -0.461
4 H 1.825 0.256 -0.265  0.263
5 S 0.175 0.231 3.618  -0.019
6 C 0.468 0.118 1.347  0.240
7 N 0.837 -0.030 0.050  -0.179
8 H -1.709 0.156 1.844  0.375
9 H -0.403 1.163 -1.251  0.347
10 C -0.450 0.335 -1.922  -0.964
11 C -0.696 0.381 2.032  -0.351
12 H 0.620 -1.596 -1.519  0.328
13 H -0.707 -1.275 -0.494  0.275
14 H -1.591 0.288 -2.020  0.274

---

Entry 3:
Below is C12H24N2O2 in the gas phase, with properties calculated with ωB97M-V/def2-TZVPD.

Computed properties:
Relative energy (zero: lowest compared OMol25 entry of this formula, charge and spin) (kcal per mole): 3.68
Electronic energy (Ha): -731.68214
SMILES: CCCC(=O)NCCCCNC(=O)CCC
Highest occupied orbital energy (eV): -9.32

Last column: Mulliken charge in e.
CARTESIAN COORDINATES (ANGSTROEM)
1 O 1.647 -0.086 -1.804  -0.715
2 C 3.425 -2.324 0.987  -1.119
3 H -1.993 1.335 -1.090  0.277
4 H -2.054 -1.033 -1.690  0.318
5 H 1.781 0.151 1.321  0.314
6 H -4.469 -1.401 -1.459  0.355
7 H -1.559 2.850 0.920  0.380
8 H -0.137 3.717 -0.682  0.529
9 C 1.599 -0.411 -0.633  0.567
10 H -5.686 -0.654 0.584  0.367
11 C -3.976 -0.751 -0.734  -0.375
12 H -2.365 -2.127 -0.328  0.355
13 H 2.967 -2.670 -1.087  0.335
14 N 1.936 0.435 0.368  -0.009
15 H 2.044 3.820 0.089  0.362
16 C -4.633 -0.920 0.630  -1.132
17 H -4.552 -1.952 0.965  0.295
18 H 0.387 2.123 -1.217  0.412
19 C 2.499 1.740 0.120  -0.893
20 H -4.146 -0.287 1.368  0.298
21 H 4.247 -3.035 1.030  0.383
22 H -4.104 0.280 -1.073  0.285
23 H 0.722 -1.774 0.789  0.256
24 O -1.225 -0.559 1.294  -0.694
25 H 2.122 -3.738 0.036  0.383
26 H 0.522 -2.212 -0.917  0.217
27 C -2.486 -1.104 -0.689  -1.035
28 C 1.544 2.904 0.408  -0.882
29 H 1.364 2.985 1.482  0.399
30 C 1.217 -1.805 -0.181  -0.458
31 C -1.713 -0.189 0.243  0.721
32 H 3.842 -1.335 0.812  0.261
33 C 0.213 2.744 -0.336  -0.547
34 C 2.455 -2.710 -0.123  -0.627
35 H 3.410 1.858 0.717  0.389
36 H 2.768 1.753 -0.940  0.370
37 H -0.431 1.563 1.380  0.360
38 H 2.922 -2.327 1.952  0.271
39 N -1.622 1.086 -0.188  -0.067
40 C -0.872 2.089 0.530  -0.906

---

Entry 4:
Below is a gas-phase ion, C6H8FN6O3S2 (charge +1), with properties calculated with ωB97M-V/def2-TZVPD.

Computed properties:
Electronic energy (Ha): -1683.54839
Total charge: +1
SMILES: Cn1nnc(S(=O)(=O)F)[n+]1CCSc1nnco1
Highest occupied orbital energy (eV): -12.58

Last column: Mulliken charge in e.
CARTESIAN COORDINATES (ANGSTROEM)
1 H -4.926 0.497 -0.052  0.424
2 O -1.409 1.943 -1.020  -0.417
3 O -3.023 -0.404 -0.109  -0.214
4 N -3.145 -1.305 1.906  -0.344
5 S -0.116 2.353 -1.399  1.127
6 H -0.987 -0.296 -1.218  0.301
7 N 2.295 0.348 0.868  0.652
8 H 1.604 -1.691 -0.406  0.535
9 C -4.218 -0.105 0.489  0.015
10 H 1.588 -0.803 -1.917  0.281
11 C 1.119 -0.874 -0.936  -0.922
12 H 3.714 -0.395 2.135  0.313
13 N -4.332 -0.607 1.660  -0.361
14 S -0.845 -1.843 0.627  -0.170
15 N 1.443 0.346 -0.163  0.282
16 F 0.323 1.489 -2.619  -0.197
17 H 3.572 -1.293 0.601  0.339
18 H -0.536 -1.898 -1.775  0.500
19 C -2.436 -1.156 0.851  0.502
20 C -0.371 -1.162 -0.989  -0.365
21 C 1.035 1.612 -0.247  0.350
22 N 1.612 2.338 0.688  -0.301
23 C 3.026 -0.805 1.405  -0.719
24 N 2.391 1.532 1.370  -0.494
25 O 0.299 3.672 -1.617  -0.489
26 H 2.319 -1.493 1.865  0.372